# 1
C2H5NO3S | ωB97M-V/def2-TZVPD

Calculated values
⟨S²⟩: 2.006
Multiplicity: 3
LUMO (alpha / beta), Eh: 0.025 / -0.122
F_max, eV Å⁻¹: 4.825
HOMO-LUMO gap (alpha / beta), hartree: 0.20254 / 0.25483

Each line ends with the Löwdin charge.
Positions of all 12 atoms, in Å:
H  0.42  1.48  -1.97  0.131
C  0.08  1.04  -0.92  -0.167
N  0.87  -1.59  1.28  -0.166
H  -0.54  0.22  -1.04  -0.027
O  1.25  0.50  -0.40  -0.420
O  0.21  -1.49  -1.03  -0.405
H  -0.13  -1.74  1.34  0.047
H  -0.26  1.92  -0.37  0.090
C  -2.84  -0.88  -0.90  0.022
H  1.49  -2.23  1.79  0.063
S  1.39  -1.14  -0.27  0.796
O  -3.38  -0.75  0.08  0.036

# 2
C2H5NO4 | ωB97M-V/def2-TZVPD

Calculated values
LUMO, Eh: 0.029
SMILES: [O-]/[N+](O)=C\O.C=O
F_max, eV Å⁻¹: 5.675
HOMO-LUMO gap, hartree: 0.37198

Each line ends with the Löwdin charge.
Positions of all 12 atoms, in Å:
N  0.63  -0.81  0.30  -0.341
H  -0.05  -2.46  0.12  0.121
C  -1.56  0.37  0.09  -0.166
O  0.56  -1.94  -0.40  0.107
C  1.35  0.10  -0.21  -0.219
O  -0.65  0.94  -0.50  -0.118
H  2.05  -0.31  -1.08  0.212
H  0.83  1.69  0.40  0.145
O  1.70  1.18  0.42  0.091
O  -0.27  -0.64  1.15  -0.034
H  -1.96  0.86  0.99  0.105
H  -2.26  -0.32  -0.38  0.097